Molecular formula: C22H17Br2NO7RhSi
Method: DFT, ωB97M-V with the def2-TZVPD basis set

## Properties
**Spin multiplicity**: 5
**Net charge**: -1
**Highest occupied orbital energy (spin up / spin down)**: -3.49 / -5.43 eV
**Kohn-Sham gap (spin up / spin down)**: 0.2045 / 0.1984 Eh
**Electronic energy**: -6978.0428 a.u.
**Lowest unoccupied orbital energy (spin up / spin down)**: 2.07 / -0.03 eV

Last column: Löwdin spin population.
Positions of all 51 atoms, in Å:
Rh -0.083 0.604 0.162  1.46
O 4.330 4.852 0.372  0.01
C 3.453 4.036 0.303  0.02
C 1.940 4.325 0.362  0.16
O 1.430 5.450 0.499  0.35
C 1.337 3.050 0.246  0.26
C 2.377 1.967 0.113  0.28
O 1.938 0.760 0.025  0.27
C 3.681 2.506 0.157  0.15
O 4.794 1.955 0.115  0.33
O 0.120 2.653 0.265  0.28
Br -2.516 5.161 -4.142  0.00
C -2.060 3.440 -3.485  0.01
C -1.188 2.650 -4.217  0.00
C -0.873 1.387 -3.741  0.01
C -1.404 0.935 -2.541  0.02
C -2.255 1.753 -1.803  0.01
C -2.603 3.007 -2.292  0.00
C -2.835 1.336 -0.473  0.01
O -3.997 1.557 -0.209  0.03
O -2.017 0.771 0.386  0.07
H -0.772 3.016 -5.145  0.00
H -0.209 0.749 -4.309  0.00
H -1.186 -0.076 -2.211  0.01
H -3.281 3.628 -1.723  0.00
Br 0.205 0.707 7.079  0.00
C 0.148 0.636 5.190  0.00
C -1.058 0.433 4.545  0.00
C -1.053 0.391 3.161  0.01
N 0.064 0.533 2.448  0.11
C 1.220 0.725 3.081  0.01
C 1.314 0.788 4.461  0.00
H -1.981 0.318 5.094  0.00
H -1.963 0.261 2.592  0.00
H 2.101 0.822 2.459  0.00
H 2.268 0.952 4.939  0.00
C 1.373 -5.098 0.312  0.00
Si 0.037 -4.306 -0.740  0.02
C -1.639 -5.037 -0.321  0.00
C 0.416 -4.570 -2.557  0.00
C -0.008 -2.509 -0.387  0.10
C -0.039 -1.310 -0.160  0.00
H 1.445 -6.170 0.110  0.00
H 1.159 -4.964 1.373  0.00
H 2.344 -4.646 0.107  0.00
H -1.663 -6.106 -0.547  0.00
H -2.429 -4.549 -0.892  0.00
H -1.864 -4.907 0.738  0.00
H 0.452 -5.635 -2.797  0.00
H 1.378 -4.128 -2.819  0.00
H -0.347 -4.105 -3.183  0.00